1.
Entry from the Open Molecules 2025 dataset: 2 unconnected molecules or ions with the total composition C5H7NO2S in a non-equilibrium geometry (the ωB97M-V functional and the def2-TZVPD basis).

total energy: -797.98186 a.u.
HOMO-LUMO gap (spin up / spin down): 8.17 / 8.18 eV
spin multiplicity: 1

Each line ends with the Mulliken charge.
Atoms and positions in Å:
C (0.91450, 0.48653, -2.66639)  -0.316
C (0.40557, 1.18298, -1.49907)  -0.500
C (0.02706, -0.57031, -2.85113)  -0.258
C (-0.65325, 0.45830, -1.09562)  -0.151
C (-0.20960, 0.36033, 2.22581)  -0.681
N (-1.18427, -0.57914, 1.81380)  -0.318
O (-2.49394, 1.58498, 1.29055)  -0.467
O (-0.92837, -0.57197, -1.90599)  -0.242
S (-2.31547, 0.22737, 0.75390)  0.597
H (1.86574, 0.61940, -3.18716)  0.336
H (0.89369, 1.96781, -1.07918)  0.561
H (-0.02765, -1.43435, -3.63186)  0.316
H (0.46826, -0.14001, 2.94259)  0.321
H (0.35511, 0.74468, 1.28920)  0.222
H (-0.50911, 1.16227, 2.91232)  0.262
H (-0.76427, -1.31746, 1.42188)  0.317

=====

2.
Entry from the Open Molecules 2025 dataset: C5H7NO2S2 in the gas phase in a non-equilibrium geometry (the ωB97M-V functional and the def2-TZVPD basis).

total energy: -1196.24474 a.u.
HOMO-LUMO gap: 8.38 eV
SMILES: NS(=O)(=O)[C@@H]1C=CC=CS1
spin multiplicity: 1

Each line ends with the Mulliken charge.
Atoms and positions in Å:
N (-2.39225, -1.59397, -0.04163)  -0.543
S (-1.85151, -0.05109, -0.24724)  1.108
O (-2.85831, 0.79104, 0.33859)  -0.621
O (-1.48558, 0.20541, -1.61134)  -0.564
C (-0.07073, -0.22026, 0.95324)  -0.440
C (0.63185, 1.04587, 1.11008)  -0.676
C (1.57219, 1.47231, 0.30556)  -0.052
C (1.90268, 0.81194, -0.93624)  -0.456
C (1.80670, -0.52249, -1.04859)  -0.207
S (0.87499, -1.53140, 0.07541)  -0.103
H (-1.84232, -2.37222, -0.29358)  0.276
H (-2.79306, -1.65056, 0.96662)  0.285
H (-0.55189, -0.68471, 1.72946)  0.576
H (0.37978, 1.66487, 1.84217)  0.497
H (2.06799, 2.44084, 0.53702)  0.307
H (2.45159, 1.35314, -1.72698)  0.321
H (2.15788, -1.15872, -1.95256)  0.291

=====

3.
Entry from the Open Molecules 2025 dataset: C5H7NO3 in the gas phase in a non-equilibrium geometry (the ωB97M-V functional and the def2-TZVPD basis).

total energy: -475.09239 a.u.
HOMO-LUMO gap: 8.26 eV
spin multiplicity: 1

Each line ends with the Mulliken charge.
Atoms and positions in Å:
C (-0.84315, -0.44399, -1.21260)  0.412
C (-1.25877, 0.24039, -0.14985)  0.014
C (0.58181, -0.71894, -1.35506)  0.203
C (1.48063, -0.28353, -0.16183)  -0.435
C (0.89947, 0.69398, 0.78175)  -0.106
N (0.90543, 0.43500, 2.12060)  -0.461
O (-2.49992, 0.67377, 0.16976)  -0.497
O (1.08889, -1.26333, -2.30705)  -0.592
O (-1.63368, -0.96117, -2.22756)  -0.528
H (1.74706, -1.20376, 0.36117)  0.252
H (2.38821, 0.11269, -0.62165)  0.248
H (0.89416, 1.73641, 0.50439)  0.379
H (0.83141, -0.52888, 2.39179)  0.212
H (0.45452, 1.09163, 2.73483)  0.257
H (-2.49616, 1.09754, 1.03614)  0.339
H (-2.53992, -0.67782, -2.06482)  0.303

=====

4.
Entry from the Open Molecules 2025 dataset: C5H7NO3 in the gas phase in a non-equilibrium geometry (the ωB97M-V functional and the def2-TZVPD basis).

total energy: -475.10458 a.u.
HOMO-LUMO gap: 10.18 eV
SMILES: O=C1CC[C@H](C(=O)O)N1
spin multiplicity: 1

Each line ends with the Mulliken charge.
Atoms and positions in Å:
O (2.38884, -0.41150, -1.47148)  -0.564
C (1.58193, -0.17052, -0.67124)  0.307
C (1.33809, -0.96675, 0.74549)  -0.584
C (0.45611, -0.04830, 1.54151)  -0.636
C (-0.32007, 0.81623, 0.38778)  0.217
C (-1.59052, 0.14815, 0.15040)  0.307
O (-2.51301, 0.02760, 1.03090)  -0.612
O (-1.80315, -0.16323, -1.13038)  -0.385
N (0.66049, 0.83216, -0.69279)  -0.248
H (2.59224, -0.99381, 1.01130)  0.253
H (0.98673, -1.77694, 0.40494)  0.417
H (-0.35076, -0.67576, 2.34900)  0.262
H (1.09797, 0.64535, 2.43612)  0.283
H (-0.37037, 1.77356, 0.99534)  0.333
H (-2.54972, -0.67952, -1.06942)  0.334
H (0.59576, 1.58616, -1.63376)  0.316